Record 1
A molecular structure, C39H104N12O16 in a non-equilibrium geometry. Source: the Open Molecules 2025 dataset; level of theory: ωB97M-V/def2-TZVPD.

Geometry (Å):
C1 0.58151 3.10899 -2.68516
O1 0.97795 2.32241 -1.86639
N1 1.32399 3.80067 -3.42391
N2 -0.67226 3.26057 -2.88013
H1 0.89808 4.55284 -3.94635
H2 2.24125 3.43178 -3.63046
H3 -1.10945 3.74331 -3.65210
H4 -1.26024 2.63523 -2.34784
C2 -2.01927 2.95981 3.38433
O2 -1.05756 3.64981 3.23538
N3 -2.00766 1.64658 3.55877
N4 -3.19056 3.38805 3.59564
H5 -2.77838 1.06042 3.84599
H6 -1.09692 1.26047 3.35490
H7 -4.03526 2.84256 3.50054
H8 -3.04553 4.38274 3.69378
C3 -1.94676 -3.08939 2.11622
O3 -2.24050 -1.89930 2.02876
N5 -0.82243 -3.63070 2.28682
N6 -2.78124 -3.97287 1.87967
H9 -0.05482 -2.97506 2.31855
H10 -0.70992 -4.62517 2.42277
H11 -2.67344 -4.90236 2.25985
H12 -3.66093 -3.57254 1.58641
C4 1.30747 9.43321 1.50375
O4 0.55722 9.58724 0.34762
C5 0.75564 8.88670 -0.87071
C6 0.47756 7.33608 -0.66588
N7 -0.71694 7.15655 0.06987
C7 -0.96098 5.65933 0.10036
C8 0.03999 4.92609 1.01176
O5 -0.20222 5.50799 2.34070
C9 0.53811 4.89748 3.43619
H13 2.20384 8.83676 1.33384
H14 0.57603 9.11161 2.24515
H15 1.72726 10.42283 1.68404
H16 1.80341 8.96790 -1.16000
H17 0.01574 9.27284 -1.57180
H18 1.25682 7.04116 0.03689
H19 0.54010 6.79818 -1.61184
H20 -0.52472 7.44462 1.01862
H21 -0.86704 5.38386 -0.95006
H22 -1.99527 5.40179 0.32846
H23 1.05922 5.12939 0.68324
H24 -0.01921 3.83859 0.96803
H25 1.49698 5.34609 3.69583
H26 0.50652 3.80983 3.37221
H27 0.07722 5.21978 4.36990
C10 -1.27787 -3.25394 -0.73918
O6 -0.51023 -2.23821 -1.34722
C11 0.60793 -1.85810 -0.56210
C12 1.18165 -0.55383 -1.26849
N8 2.01706 0.09078 -0.17280
C13 2.49957 1.42288 -0.37699
C14 1.46384 2.35021 0.18968
O7 1.46336 2.10353 1.62359
C15 0.44550 2.77810 2.39471
H28 -1.87139 -3.65002 -1.56316
H29 -1.85800 -2.85148 0.09122
H30 -0.54277 -3.96390 -0.36011
H31 1.42530 -2.57770 -0.60872
H32 0.25900 -1.55553 0.42521
H33 0.30978 0.05271 -1.51354
H34 1.73848 -0.75610 -2.18344
H35 1.49904 0.29203 0.67056
H36 2.67486 1.55611 -1.44452
H37 3.36661 1.34071 0.27844
H38 0.48702 2.21916 -0.27587
H39 1.86931 3.35380 0.06124
H40 0.88299 3.77603 2.36537
H41 0.33180 2.49735 3.44177
H42 -0.53666 2.80130 1.92255
C16 -2.46347 -0.30584 -0.58864
O8 -3.86903 -0.68151 -0.77343
C17 -3.93688 -2.06144 -0.72237
C18 -5.09159 -2.31888 0.27904
N9 -4.79486 -1.98267 1.63887
C19 -5.81337 -2.22903 2.61439
C20 -5.15335 -1.97736 4.00314
O9 -4.77723 -0.61667 4.18689
C21 -5.84781 0.29965 4.26650
H43 -2.35936 0.76603 -0.75701
H44 -1.90827 -0.95763 -1.26320
H45 -2.00383 -0.55027 0.36900
H46 -3.12578 -2.59348 -0.22524
H47 -4.05772 -2.69835 -1.59865
H48 -5.22538 -3.39796 0.35512
H49 -6.00235 -1.95969 -0.20014
H50 -4.41009 -1.05702 1.76223
H51 -6.12180 -3.27290 2.55685
H52 -6.57231 -1.48167 2.38296
H53 -4.29758 -2.63634 4.14983
H54 -5.97162 -2.23627 4.67508
H55 -6.23467 0.52522 3.27273
H56 -5.48743 1.09673 4.91680
H57 -6.70599 0.05879 4.89388
C22 -2.59180 -5.92654 3.95528
O10 -1.84917 -5.92855 2.71352
C23 -0.67652 -6.79952 2.54790
C24 0.07073 -6.21429 1.37254
N10 0.73806 -4.98753 1.82277
C25 1.65948 -4.49185 0.82720
C26 2.37453 -3.22258 1.39754
O11 1.49365 -2.15237 1.77123
C27 2.08590 -1.05430 2.48295
H58 -3.42488 -5.22505 3.91072
H59 -2.18154 -5.58838 4.90682
H60 -3.05447 -6.89774 4.13082
H61 -0.98553 -7.81469 2.29888
H62 -0.00714 -6.70993 3.40347
H63 -0.59628 -5.96807 0.54635
H64 0.79796 -6.95306 1.03571
H65 0.20725 -4.20545 2.17868
H66 1.11697 -4.18729 -0.06780
H67 2.39189 -5.25543 0.56522
H68 3.20977 -3.01940 0.72732
H69 2.92975 -3.55672 2.27401
H70 2.75588 -0.47356 1.84894
H71 2.69033 -1.36000 3.33694
H72 1.27064 -0.40439 2.80083
C28 3.31040 -4.24927 -4.90811
O12 3.11990 -2.86393 -4.51560
C29 2.27717 -2.72997 -3.35697
C30 0.70275 -2.99667 -3.66675
N11 0.46896 -4.42514 -3.73784
C31 -0.98784 -4.59492 -3.82620
C32 -1.62154 -4.77854 -2.44282
O13 -1.01438 -5.81143 -1.67921
C33 -1.50571 -7.06572 -1.98328
H73 4.28728 -4.05191 -5.34952
H74 2.69263 -4.68588 -5.69288
H75 3.40786 -4.91516 -4.05067
H76 2.33043 -1.77285 -2.83816
H77 2.59706 -3.38023 -2.54277
H78 0.55165 -2.54651 -4.64788
H79 0.12815 -2.49395 -2.88880
H80 0.68075 -4.91146 -2.87834
H81 -0.96181 -5.46546 -4.48162
H82 -1.61506 -3.88636 -4.36714
H83 -2.70832 -4.86142 -2.43114
H84 -1.42815 -3.77414 -2.06612
H85 -2.26510 -7.48846 -1.32547
H86 -0.66749 -7.75191 -1.86217
H87 -2.03344 -7.14936 -2.93332
C34 4.69231 1.13844 -5.90151
O14 4.48287 0.72953 -4.57500
C35 3.11306 0.93548 -4.04125
C36 3.04033 1.82461 -2.76291
N12 3.84800 3.09123 -2.88064
C37 3.77433 3.83322 -1.59439
C38 4.37910 3.18362 -0.38952
O15 5.63157 2.76746 -0.80622
C39 6.13451 1.75219 0.04287
H88 4.53523 2.20346 -6.07226
H89 3.85629 0.66246 -6.41396
H90 5.64889 0.86725 -6.34819
H91 2.63800 0.00016 -3.74529
H92 2.50024 1.36789 -4.83218
H93 3.43038 1.26486 -1.91282
H94 2.00763 2.15749 -2.65892
H95 4.80658 2.81799 -2.71763
H96 2.71566 3.96635 -1.37173
H97 4.07549 4.86770 -1.75947
H98 3.76094 2.32258 -0.13538
H99 4.44960 3.86557 0.45787
H100 6.56371 2.10720 0.97981
H101 6.89457 1.17300 -0.48148
H102 5.51411 0.86801 0.18926
O16 -2.19917 3.92029 0.91602
H103 -3.07195 3.80865 1.29290
H104 -1.60072 3.64856 1.61190

Values from the calculation:
**Largest force on an atom**: 12.58 eV/Å
**Kohn-Sham gap**: 0.293 Ha
**Charge**: 0
**Energy above the lowest of the compared OMol25 structures with the same formula, charge and spin**: 843.37 kcal/mol
**Spin multiplicity**: 1
**LUMO energy**: 0.01117 Eh


Record 2
2 unconnected molecules or ions with the total composition C38H31N2 in a non-equilibrium geometry. Source: the Open Molecules 2025 dataset; level of theory: ωB97M-V/def2-TZVPD.

Geometry (Å):
N1 6.37263 0.23991 1.97137
C1 5.25151 0.53379 2.14255
C2 3.86728 0.84914 2.35376
C3 3.11006 0.07241 3.24120
C4 1.75054 0.28002 3.35200
C5 1.11802 1.31288 2.62425
C6 -0.32436 1.39877 2.57440
C7 -1.16459 0.31556 2.35145
N2 -2.50466 0.51307 2.23610
C8 -3.11444 1.82273 2.42941
C9 -4.55638 1.68157 1.90442
C10 -4.72636 0.23399 1.41865
C11 -3.39973 -0.49331 1.68615
C12 -0.67321 -1.09112 2.14865
C13 0.21567 -1.45116 1.12145
C14 0.57862 -2.78878 0.93697
C15 0.12392 -3.76451 1.83159
C16 -0.72999 -3.40721 2.88279
C17 -1.13038 -2.08051 3.03341
C18 1.93477 2.23814 1.92122
C19 3.26603 1.93165 1.69476
H1 3.59411 -0.73474 3.79374
H2 1.14344 -0.35762 4.00045
H3 -0.75322 2.40035 2.60477
H4 -3.08782 2.13377 3.49229
H5 -2.59741 2.61479 1.86253
H6 -5.27491 1.91165 2.69512
H7 -4.71096 2.39710 1.09049
H8 -5.52682 -0.27459 1.96225
H9 -4.94901 0.17549 0.34866
H10 -2.98616 -0.93539 0.76114
H11 -3.54222 -1.32652 2.39605
H12 0.61463 -0.67104 0.46960
H13 1.22875 -3.06092 0.09941
H14 0.44381 -4.80207 1.71919
H15 -1.08962 -4.15447 3.59435
H16 -1.78228 -1.78874 3.86305
H17 1.48085 3.14531 1.50768
H18 3.85310 2.52052 0.98753
C20 -0.79469 1.60993 6.05761
C21 -1.30146 2.93030 5.78872
C22 -0.51277 3.91370 5.13682
C23 -0.87274 5.25751 5.21129
C24 -2.05585 5.63739 5.86451
C25 -2.92989 4.65195 6.34564
C26 -2.55877 3.31065 6.31159
C27 -1.56447 0.40060 6.24394
C28 -0.66998 -0.63151 6.69852
C29 -1.14202 -1.89087 7.04066
C30 -2.51826 -2.13123 6.95026
C31 -3.39358 -1.14141 6.47296
C32 -2.92096 0.11726 6.08957
C33 0.66304 -0.06224 6.78214
C34 0.57737 1.32119 6.39230
C35 1.68602 2.15303 6.52570
C36 2.89750 1.59173 6.93097
C37 2.97208 0.24396 7.32629
C38 1.85168 -0.59412 7.25412
H19 0.38583 3.61265 4.59080
H20 -0.22247 6.01867 4.77343
H21 -2.30843 6.69583 5.97198
H22 -3.90071 4.92885 6.76088
H23 -3.19474 2.55076 6.76271
H24 -0.44571 -2.66256 7.36807
H25 -2.91846 -3.10158 7.24112
H26 -4.46137 -1.35065 6.41755
H27 -3.59253 0.87483 5.69597
H28 1.58497 3.21839 6.34452
H29 3.78676 2.21985 6.96358
H30 3.92053 -0.14936 7.68982
H31 1.89504 -1.64528 7.54208

Values from the calculation:
**Largest force on an atom**: 2.58 eV/Å
**Kohn-Sham gap**: 0.142 Ha
**Charge**: +1
**Spin multiplicity**: 1
**LUMO energy**: -0.21583 Eh


Record 3
2 unconnected molecules or ions with the total composition C17H18FN2 in a non-equilibrium geometry. Source: the Open Molecules 2025 dataset; level of theory: ωB97M-V/def2-TZVPD.

Geometry (Å):
F1 3.65141 2.60336 1.73739
C1 3.20248 1.30124 1.70619
C2 4.15087 0.28403 1.66357
C3 3.67518 -1.03753 1.61461
C4 2.31880 -1.30123 1.59144
C5 1.34342 -0.25439 1.61349
C6 -0.00797 -0.66266 1.55051
C7 -1.22531 0.05873 1.58154
C8 -2.42491 -0.72333 1.64860
C9 -3.68098 -0.14107 1.67441
C10 -3.81375 1.25732 1.64082
C11 -2.65851 2.04811 1.58492
C12 -1.39016 1.47318 1.54907
C13 1.83243 1.08366 1.70842
H1 5.21164 0.52186 1.67166
H2 4.39042 -1.85960 1.59377
H3 1.95867 -2.33034 1.55344
H4 -0.13883 -1.74615 1.50642
H5 -2.32471 -1.80912 1.69582
H6 -4.57250 -0.76805 1.72304
H7 -4.79998 1.72597 1.66076
H8 -2.74542 3.13606 1.56794
H9 -0.51909 2.11399 1.48838
H10 1.15680 1.92458 1.78693
C14 -1.91644 -1.71599 -2.28299
C15 -0.67320 -0.90870 -2.46225
N1 0.25462 -0.68016 -1.57477
C16 1.29487 0.14828 -2.22411
C17 0.79393 0.43864 -3.64269
N2 -0.42487 -0.34330 -3.67096
H11 -2.45606 -1.80733 -3.23025
H12 -1.63561 -2.71602 -1.93294
H13 -2.57287 -1.24360 -1.54083
H14 1.44303 1.09104 -1.67520
H15 2.26136 -0.38066 -2.28561
H16 0.58691 1.50967 -3.76200
H17 1.52393 0.09480 -4.38252
H18 -1.06959 -0.38528 -4.44604

Values from the calculation:
**Largest force on an atom**: 1.53 eV/Å
**Kohn-Sham gap**: 0.188 Ha
**Charge**: +1
**Energy above the lowest of the compared OMol25 structures with the same formula, charge and spin**: 0.00 kcal/mol
**Spin multiplicity**: 1
**LUMO energy**: -0.21254 Eh